{
  "formula": "C5H13N3O2",
  "method": "ωB97M-V with the def2-TZVPD basis set",
  "relative_energy_kj_mol": 375.5,
  "lumo_energy_ev": 0.79,
  "total_energy_ev": -13958.1425,
  "elements": ["C", "C", "C", "C", "C", "N", "N", "N", "O", "O", "H", "H", "H", "H", "H", "H", "H", "H", "H", "H", "H", "H", "H"],
  "xyz": [[-1.238, -2.033, -1.159], [0.852, 1.574, -1.786], [2.127, -0.790, 1.563], [-1.740, 0.862, 1.233], [0.476, 0.517, 0.308], [1.384, 0.970, -0.567], [0.773, -0.338, 1.233], [-0.729, 1.067, 0.279], [-2.474, -2.232, -1.545], [-1.322, -1.849, 0.171], [0.412, 2.490, -1.426], [1.665, 1.763, -2.471], [0.227, 0.977, -2.398], [2.843, 0.009, 1.796], [2.146, -1.313, 2.536], [2.476, -1.684, 0.975], [-2.604, 1.526, 1.085], [-2.221, -0.074, 1.136], [-1.275, 1.055, 2.284], [2.126, 0.229, -0.624], [-0.378, -1.457, 0.451], [-2.504, -2.275, -2.452], [-1.022, 1.006, -0.620]],
  "nbo_charge": [0.34, -0.44, -0.47, -0.41, 0.60, -0.60, -0.64, -0.60, -0.68, -0.74, 0.22, 0.21, 0.19, 0.20, 0.21, 0.19, 0.20, 0.21, 0.22, 0.40, 0.53, 0.49, 0.37]
}

=====

{
  "formula": "C5H13N4",
  "method": "ωB97M-V with the def2-TZVPD basis set",
  "relative_energy_kj_mol": 202.1,
  "lumo_energy_ev": -2.96,
  "total_energy_ev": -11348.0170,
  "charge": 1,
  "elements": ["C", "C", "C", "C", "C", "N", "N", "N", "N", "H", "H", "H", "H", "H", "H", "H", "H", "H", "H", "H", "H", "H"],
  "xyz": [[1.307, -1.313, 0.561], [-1.040, 0.522, 0.668], [-2.618, -1.256, 0.089], [1.656, 1.814, -0.695], [-1.722, -0.119, -0.430], [2.574, -1.690, 0.566], [-1.256, 1.239, 1.592], [0.917, -0.089, 0.507], [1.884, 0.921, 0.428], [0.542, -2.077, 0.612], [-3.097, -1.738, -0.760], [-3.387, -0.870, 0.750], [-2.036, -2.000, 0.626], [0.687, 2.325, -0.652], [2.451, 2.555, -0.699], [1.708, 1.235, -1.616], [-2.347, 0.633, -0.925], [-1.011, -0.509, -1.159], [2.856, -2.654, 0.580], [-0.716, 1.622, 2.347], [3.281, -0.971, 0.494], [1.914, 1.440, 1.304]],
  "nbo_charge": [0.34, 0.65, -0.58, -0.42, -0.55, -0.75, -0.56, -0.35, -0.48, 0.21, 0.24, 0.23, 0.21, 0.18, 0.23, 0.21, 0.28, 0.26, 0.43, 0.44, 0.43, 0.37]
}

=====

{
  "formula": "C5H13NO",
  "method": "ωB97M-V with the def2-TZVPD basis set",
  "relative_energy_kj_mol": 146.6,
  "lumo_energy_ev": [3.90, 3.79],
  "total_energy_ev": -8931.2404,
  "multiplicity": 2,
  "s2": 0.75,
  "charge": -1,
  "elements": ["C", "C", "C", "N", "C", "C", "H", "H", "H", "H", "H", "H", "H", "H", "H", "H", "H", "H", "H", "O"],
  "xyz": [[1.655, 0.308, 2.733], [0.437, -0.318, 2.109], [-0.174, 0.153, 1.021], [-1.385, -0.337, 0.525], [-1.861, 0.099, -0.778], [-1.419, -0.823, -1.907], [1.364, 0.747, 3.697], [2.396, -0.462, 2.966], [2.078, 1.102, 2.125], [-0.009, -1.076, 2.749], [0.368, 0.698, 0.250], [-2.089, -0.558, 1.203], [-1.526, 1.124, -0.971], [-2.954, 0.179, -0.745], [-1.614, -0.408, -2.899], [-1.592, -1.887, -1.799], [-0.324, -0.718, -1.858], [1.881, 1.434, -2.584], [2.542, -0.002, -2.653], [2.225, 0.743, -3.187]],
  "mulliken_spin": [0.39, -0.93, 1.02, -0.30, 0.45, 0.30, -0.01, 0.02, -0.36, -0.01, 0.43, 0.03, -0.25, -0.14, -0.21, -0.02, 0.06, -0.21, -0.23, 0.96]
}

=====

{
  "formula": "C5H13NO",
  "method": "ωB97M-V with the def2-TZVPD basis set",
  "relative_energy_kj_mol": 252.2,
  "lumo_energy_ev": [4.15, 3.93],
  "total_energy_ev": -8930.1460,
  "multiplicity": 2,
  "s2": 0.75,
  "charge": -1,
  "elements": ["C", "N", "C", "C", "C", "C", "H", "H", "H", "H", "H", "H", "H", "H", "H", "H", "H", "H", "H", "O"],
  "xyz": [[1.654, 1.280, 0.423], [1.048, 0.030, 0.713], [1.038, -0.869, -0.507], [-0.229, -1.684, -0.371], [-0.948, -1.119, 0.863], [-0.274, 0.207, 1.160], [2.705, 1.063, 0.072], [1.735, 2.025, 1.164], [1.392, 1.901, -0.431], [0.932, -0.235, -1.434], [2.097, -1.305, -0.451], [-0.162, -2.788, -0.278], [-0.999, -1.460, -1.141], [-0.754, -1.717, 1.698], [-2.006, -1.072, 0.802], [-0.798, 1.199, 0.701], [-0.250, 0.304, 2.258], [-1.273, 1.674, -1.774], [-2.814, 1.312, -1.510], [-2.092, 1.255, -1.957]],
  "mulliken_spin": [1.28, -0.81, 0.48, 0.25, 0.46, 1.19, 0.01, -0.08, -0.58, -0.17, -0.17, -0.06, -0.01, -0.04, -0.36, -0.37, -0.19, -0.11, -0.39, 0.67]
}

=====

{
  "formula": "C5H13NO",
  "method": "ωB97M-V with the def2-TZVPD basis set",
  "relative_energy_kj_mol": 107.9,
  "lumo_energy_ev": 0.80,
  "total_energy_ev": -8932.8929,
  "smiles": "CC(N)=O.CCC",
  "elements": ["C", "C", "N", "O", "H", "H", "H", "H", "H", "C", "C", "C", "H", "H", "H", "H", "H", "H", "H", "H"],
  "xyz": [[1.592, -1.025, -1.399], [0.532, -0.170, -2.093], [-0.638, -0.820, -2.408], [0.797, 0.923, -2.549], [2.351, -0.238, -1.225], [1.906, -1.719, -2.161], [1.223, -1.402, -0.452], [-1.520, -0.338, -2.477], [-0.734, -1.795, -2.162], [-1.760, 0.882, 1.517], [-0.261, 1.165, 1.315], [0.542, -0.011, 1.846], [-2.330, 0.701, 0.567], [-2.286, 1.769, 1.890], [-1.988, -0.131, 1.845], [-0.081, 1.307, 0.243], [0.032, 2.048, 1.892], [0.938, 0.051, 2.865], [0.185, -1.027, 1.668], [1.500, -0.168, 1.279]],
  "nbo_charge": [-0.73, 0.68, -0.84, -0.60, 0.25, 0.24, 0.23, 0.40, 0.38, -0.63, -0.42, -0.62, 0.20, 0.22, 0.22, 0.21, 0.21, 0.22, 0.20, 0.20]
}

=====

{
  "formula": "C5H13NO",
  "method": "ωB97M-V with the def2-TZVPD basis set",
  "relative_energy_kj_mol": 164.0,
  "lumo_energy_ev": 0.71,
  "total_energy_ev": -8932.3113,
  "smiles": "C=C(CC)NC.O",
  "elements": ["C", "C", "C", "C", "N", "C", "H", "H", "H", "H", "H", "H", "H", "H", "H", "H", "H", "O", "H", "H"],
  "xyz": [[-1.786, 0.577, -0.494], [-0.682, 0.429, 0.240], [0.483, 1.375, 0.031], [0.739, 2.373, 1.159], [-0.498, -0.596, 1.153], [0.156, -0.533, 2.444], [-2.686, -0.034, -0.473], [-1.804, 1.346, -1.262], [1.325, 0.697, -0.037], [0.441, 1.914, -0.899], [1.414, 3.194, 0.888], [-0.200, 2.783, 1.533], [1.318, 1.963, 1.992], [-1.202, -1.308, 1.091], [0.022, 0.456, 2.881], [1.175, -0.915, 2.439], [-0.475, -1.095, 3.138], [1.188, -3.031, -3.969], [1.535, -2.835, -3.086], [0.224, -2.998, -3.926]],
  "nbo_charge": [-0.53, 0.21, -0.45, -0.61, -0.63, -0.41, 0.19, 0.20, 0.21, 0.22, 0.21, 0.21, 0.20, 0.38, 0.20, 0.19, 0.20, -0.94, 0.47, 0.47]
}

=====

{
  "formula": "C5H13NO",
  "method": "ωB97M-V with the def2-TZVPD basis set",
  "relative_energy_kj_mol": 164.8,
  "lumo_energy_ev": 0.96,
  "total_energy_ev": -8932.3030,
  "smiles": "CC/C=C/NC.O",
  "elements": ["C", "C", "C", "C", "N", "C", "H", "H", "H", "H", "H", "H", "H", "H", "H", "H", "H", "O", "H", "H"],
  "xyz": [[-0.485, -0.012, 2.743], [-1.430, 0.404, 1.615], [-0.993, -0.204, 0.303], [-0.623, 0.524, -0.744], [-0.037, -0.001, -1.908], [0.612, -1.306, -1.860], [0.502, 0.390, 2.518], [-0.748, 0.436, 3.707], [-0.491, -1.091, 2.883], [-1.579, 1.458, 1.516], [-2.436, 0.034, 1.853], [-1.255, -1.246, 0.250], [-0.549, 1.605, -0.758], [-0.243, 0.387, -2.804], [1.510, -1.325, -1.240], [1.002, -1.465, -2.861], [-0.098, -2.068, -1.545], [2.668, 1.000, -1.477], [2.743, 1.901, -1.157], [1.929, 0.580, -1.033]],
  "nbo_charge": [-0.60, -0.42, -0.28, -0.01, -0.64, -0.41, 0.20, 0.20, 0.21, 0.20, 0.20, 0.20, 0.19, 0.39, 0.19, 0.21, 0.18, -0.95, 0.47, 0.48]
}

=====

{
  "formula": "C5H13NO",
  "method": "ωB97M-V with the def2-TZVPD basis set",
  "relative_energy_kj_mol": 292.4,
  "lumo_energy_ev": 0.82,
  "total_energy_ev": -8930.9799,
  "smiles": "CC/C=C(/C)N.O",
  "elements": ["C", "C", "C", "C", "C", "N", "H", "H", "H", "H", "H", "H", "H", "H", "H", "H", "H", "O", "H", "H"],
  "xyz": [[2.194, -0.257, -1.799], [1.495, -0.655, -0.405], [0.163, 0.110, -0.446], [-0.290, 0.980, 0.474], [-1.449, 1.877, 0.225], [0.286, 1.064, 1.768], [1.717, -0.793, -2.634], [3.170, -0.493, -1.760], [2.404, 0.648, -2.032], [1.327, -1.822, -0.458], [2.193, -0.724, 0.430], [-0.304, -0.086, -1.382], [-1.966, 2.353, 1.200], [-2.174, 1.389, -0.510], [-0.948, 2.580, -0.456], [-0.308, 1.546, 2.356], [0.979, 0.387, 2.099], [-2.081, -2.594, 0.216], [-2.767, -1.971, 0.482], [-1.363, -2.039, 0.272]],
  "nbo_charge": [-0.59, -0.43, -0.35, 0.19, -0.66, -0.83, 0.20, 0.20, 0.20, 0.20, 0.21, 0.21, 0.22, 0.24, 0.24, 0.38, 0.40, -0.93, 0.46, 0.47]
}

=====

{
  "formula": "C5H13NO",
  "method": "ωB97M-V with the def2-TZVPD basis set",
  "relative_energy_kj_mol": 177.5,
  "lumo_energy_ev": 0.73,
  "total_energy_ev": -8932.1716,
  "smiles": "CC/C(C)=C/N.O",
  "elements": ["C", "C", "C", "C", "C", "N", "H", "H", "H", "H", "H", "H", "H", "H", "H", "H", "H", "O", "H", "H"],
  "xyz": [[1.353, -1.985, 2.104], [0.238, -1.904, 1.016], [-0.169, -0.487, 0.706], [-0.558, -0.111, -0.697], [-0.485, 0.422, 1.648], [-0.526, 1.819, 1.455], [1.646, -2.956, 2.528], [2.276, -1.611, 1.605], [1.135, -1.367, 3.008], [0.690, -2.510, 0.207], [-0.686, -2.428, 1.305], [-0.053, -0.710, -1.481], [-0.205, 0.882, -0.994], [-1.611, -0.041, -0.940], [-0.560, 0.102, 2.715], [0.002, 2.064, 0.635], [-0.215, 2.307, 2.300], [-0.008, 1.869, -4.958], [-0.509, 1.298, -5.545], [-0.178, 1.577, -4.060]],
  "nbo_charge": [-0.60, -0.42, -0.11, -0.64, 0.02, -0.82, 0.21, 0.20, 0.20, 0.21, 0.21, 0.21, 0.19, 0.22, 0.18, 0.37, 0.38, -0.94, 0.47, 0.47]
}

=====

{
  "formula": "C5H13NO",
  "method": "ωB97M-V with the def2-TZVPD basis set",
  "relative_energy_kj_mol": 173.4,
  "lumo_energy_ev": 0.62,
  "total_energy_ev": -8932.2134,
  "smiles": "CCC/C=C/N.O",
  "elements": ["C", "C", "C", "C", "C", "N", "H", "H", "H", "H", "H", "H", "H", "H", "H", "H", "H", "O", "H", "H"],
  "xyz": [[-1.684, 2.257, -0.685], [-0.236, 1.728, -0.663], [0.213, 1.105, 0.715], [-0.701, -0.045, 1.010], [-0.307, -1.299, 0.793], [-0.949, -2.532, 1.060], [-1.795, 2.566, -1.723], [-1.747, 3.114, -0.016], [-2.366, 1.467, -0.393], [-0.155, 0.905, -1.389], [0.503, 2.423, -1.070], [1.229, 0.730, 0.687], [0.114, 1.984, 1.352], [-1.556, 0.051, 1.670], [0.690, -1.394, 0.342], [-0.716, -2.936, 1.940], [-0.861, -3.148, 0.282], [3.627, -2.609, -1.514], [2.689, -2.463, -1.456], [4.007, -1.902, -0.942]],
  "nbo_charge": [-0.62, -0.37, -0.44, -0.22, -0.01, -0.86, 0.21, 0.20, 0.21, 0.19, 0.20, 0.21, 0.21, 0.21, 0.13, 0.38, 0.37, -0.93, 0.47, 0.47]
}

=====

{
  "formula": "C5H13NO",
  "method": "ωB97M-V with the def2-TZVPD basis set",
  "relative_energy_kj_mol": 277.9,
  "lumo_energy_ev": 0.79,
  "total_energy_ev": -8931.1303,
  "smiles": "CC(C)=C(C)N.O",
  "elements": ["C", "C", "C", "C", "C", "N", "H", "H", "H", "H", "H", "H", "H", "H", "H", "H", "H", "O", "H", "H"],
  "xyz": [[0.787, -0.551, -1.815], [0.151, 0.245, -0.700], [-1.088, -0.429, -0.156], [0.754, 1.246, 0.007], [1.217, 1.179, 1.448], [1.069, 2.491, -0.575], [1.773, -0.125, -2.035], [1.061, -1.542, -1.449], [0.254, -0.525, -2.766], [-1.694, 0.137, 0.558], [-1.783, -0.662, -0.960], [-0.830, -1.342, 0.408], [0.572, 0.520, 2.032], [1.090, 2.192, 1.839], [2.234, 0.807, 1.537], [1.523, 2.483, -1.484], [1.616, 3.060, 0.060], [-3.224, -3.312, 1.355], [-2.282, -3.524, 1.337], [-3.198, -2.349, 1.358]],
  "nbo_charge": [-0.63, -0.15, -0.63, 0.24, -0.65, -0.79, 0.20, 0.21, 0.21, 0.21, 0.22, 0.18, 0.23, 0.20, 0.23, 0.38, 0.36, -0.93, 0.47, 0.47]
}

=====

{
  "formula": "C5H13NO",
  "method": "ωB97M-V with the def2-TZVPD basis set",
  "relative_energy_kj_mol": 413.6,
  "lumo_energy_ev": 0.59,
  "total_energy_ev": -8929.7241,
  "elements": ["C", "N", "C", "C", "C", "O", "C", "H", "H", "H", "H", "H", "H", "H", "H", "H", "H", "H", "H", "H"],
  "xyz": [[-1.144, -1.342, -0.920], [-0.614, 0.017, -0.855], [-0.581, 0.675, 0.417], [0.836, 0.548, 0.943], [0.977, 0.767, 2.440], [1.702, 1.529, 0.233], [-1.002, -2.037, -2.238], [-2.128, -1.424, -0.446], [-0.531, -1.844, -0.168], [-1.133, 0.643, -1.466], [-1.078, 1.635, 0.446], [-1.304, -0.229, 1.824], [1.265, -0.401, 0.606], [2.001, 0.588, 2.768], [0.568, 1.765, 2.644], [0.416, -0.012, 2.956], [1.009, 1.828, -0.369], [-1.252, -1.291, -3.005], [-1.854, -2.670, -2.487], [-0.074, -2.543, -2.410]],
  "nbo_charge": [-0.22, -0.64, -0.05, 0.02, -0.62, -0.71, -0.63, 0.19, 0.19, 0.36, 0.20, -0.02, 0.18, 0.22, 0.21, 0.21, 0.45, 0.21, 0.22, 0.22]
}